Record 1
C29H25N3P2PdS2 | ωB97M-V/def2-TZVPD

```
! RIJCOSX wB97M-V def2-TZVPD def2/J DEFGRID3
* xyz 2 1
C 2.970 -3.224 3.245
H 1.796 2.112 4.494
H -0.316 3.395 4.544
H 4.343 2.285 0.632
C -0.226 2.530 3.899
H -2.049 0.730 1.706
C -4.611 -2.207 -1.064
N -7.189 0.902 -1.271
H -6.415 -3.365 -0.943
C 2.751 3.722 0.806
C -5.981 -2.376 -1.029
C 2.500 -1.069 -4.912
C 1.431 -1.759 -4.354
H -2.230 2.708 3.139
C -4.929 0.070 -1.231
H 3.677 0.727 -4.902
H -3.932 -3.041 -1.050
H 3.072 -1.525 -5.710
C 1.824 -2.501 2.961
C 1.424 4.019 0.521
C -0.007 0.301 2.273
C 0.964 1.810 3.871
C 3.693 -3.019 0.947
C -1.305 2.147 3.107
P 0.210 0.690 -1.414
H -6.886 1.849 -1.399
N -4.099 -0.962 -1.162
H 2.965 0.642 -0.584
H 2.374 -1.943 -0.364
C 3.897 -3.484 2.240
H -4.505 1.060 -1.339
C -1.200 1.037 2.291
H 1.003 4.969 0.824
C 2.550 -2.293 0.649
S -1.515 -2.323 1.420
C 2.532 1.584 -0.266
H 2.013 0.145 3.031
H -0.146 -1.701 -2.900
H 3.140 -3.592 4.248
C 0.632 3.102 -0.155
H 4.418 -3.232 0.172
S -1.667 1.255 -1.756
H 4.782 -4.063 2.467
Pd -2.079 -0.864 -0.430
H 1.165 -2.741 -4.721
C 0.706 -1.182 -3.324
C 2.135 0.784 -3.416
C 1.196 1.893 -0.556
H -8.175 0.708 -1.250
H 2.405 1.770 -3.060
C 1.624 -2.033 1.660
C 2.846 0.198 -4.454
C 3.307 2.507 0.413
N -6.826 -1.356 -1.088
H 1.092 -2.312 3.739
H 3.360 4.443 1.336
C -0.073 -0.751 -0.419
C 1.085 0.702 3.052
H -0.402 3.327 -0.380
C 1.069 0.088 -2.848
C -6.322 -0.128 -1.202
P 0.137 -1.163 1.269
*
```

Results
frontier orbital gap (alpha / beta): 4.11 / 4.18 eV
LUMO level (alpha / beta): -9.64 / -9.56 eV

Results of the Löwdin charge analysis, in e, for atoms 1 through 5:
1 C -0.04
2 H 0.12
3 H 0.12
4 H 0.12
5 C -0.02



Record 2
C29H25NO2 | ωB97M-V/def2-TZVPD

```
! RIJCOSX wB97M-V def2-TZVPD def2/J DEFGRID3
* xyz 0 1
H -1.736 -4.226 -1.027
C -0.134 1.518 4.512
H -1.167 -3.511 0.515
C -0.430 -2.070 -1.645
H -4.310 3.998 -2.130
C -2.685 2.659 -1.627
C 3.585 -3.294 -2.318
C -2.058 1.452 -1.940
C 3.593 1.826 1.271
H -2.517 3.967 4.517
H 1.381 -4.779 0.557
C -1.252 1.652 2.369
H 5.236 -4.310 -1.345
H -1.450 -1.833 -1.315
N 0.093 -3.182 -1.156
H 3.846 -5.091 0.624
C 4.170 -4.082 -1.303
H -2.872 3.038 2.206
H 1.621 -0.433 -0.369
H -2.218 3.335 -0.906
C -0.853 -4.035 -0.404
H -4.306 0.183 -4.137
H 4.152 -2.946 -3.181
H -0.795 2.940 6.013
C -0.306 1.056 3.206
C 1.932 0.463 0.165
C -2.618 0.597 -2.882
C 2.246 -2.923 -2.227
C -0.918 2.581 4.983
C -2.088 2.654 2.860
H 0.534 3.370 1.236
H -5.442 2.353 -3.631
H -0.410 -5.002 -0.146
H 1.800 -2.248 -2.964
H 2.897 3.789 1.912
C 2.021 -4.332 -0.214
C 3.239 0.651 0.599
H 3.992 -0.113 0.410
C -0.688 1.084 -1.426
C 1.326 2.636 1.053
C -3.871 3.014 -2.283
C 2.642 2.838 1.450
O 0.180 0.729 -2.241
C -4.477 2.113 -3.170
C 0.954 1.434 0.431
H 4.604 1.963 1.668
C -3.848 0.899 -3.460
C 3.399 -4.560 -0.225
H 0.616 1.054 5.160
C 1.466 -3.476 -1.194
C -0.430 1.220 -0.007
H 0.302 0.240 2.818
O -2.610 0.647 0.714
H -2.083 -0.317 -3.124
H 0.139 -1.472 -2.366
C -1.497 1.138 0.959
C -1.894 3.147 4.156
*
```

Results
frontier orbital gap: 4.41 eV
LUMO level: -2.06 eV

Results of the natural (NBO) charge analysis, in e, for atoms 1 through 5:
1 H 0.24
2 C -0.22
3 H 0.25
4 C 0.13
5 H 0.21



Record 3
C29H26B2F25N3O11PS | ωB97M-V/def2-TZVPD

```
! RIJCOSX wB97M-V def2-TZVPD def2/J DEFGRID3
* xyz 1 1
F 7.635 3.344 1.024
H 8.546 4.350 -0.836
H 6.230 1.911 1.995
C -6.194 2.090 0.865
F -5.876 -0.269 0.941
N 5.268 1.706 2.255
H 9.512 -1.115 -0.946
F 9.763 3.372 1.477
C 6.368 -2.231 -0.581
O -2.855 -0.435 -1.105
C -11.788 -4.569 -2.945
H 7.436 5.547 2.390
F -8.058 -0.352 -0.784
F -9.890 -3.249 -2.315
O -0.930 0.871 -1.662
F 10.065 7.149 0.774
H 3.627 -1.805 4.290
O 0.732 -3.239 -1.869
C -0.366 -0.417 1.573
C -9.241 -0.641 -0.197
H -7.031 0.028 3.462
O -9.503 -5.367 -2.960
H 1.303 -1.005 6.225
B 2.248 -0.476 4.704
H -7.892 1.424 2.910
H -0.607 1.504 -1.008
F -12.608 -3.697 -2.316
O 1.591 -0.159 5.846
F -10.213 -0.182 -1.013
C 10.922 6.366 0.097
O 2.482 0.482 3.665
H 12.869 5.430 0.320
C 7.753 -2.323 -0.860
C 2.407 -0.416 1.372
C 8.922 4.983 -0.031
H 8.464 0.997 -0.387
C -9.349 0.014 1.181
H -1.453 -0.395 1.699
O 0.711 -1.133 -3.062
F 9.345 5.803 2.884
C -6.155 0.811 1.707
C 1.598 -0.908 0.271
P 5.092 0.165 2.460
H 4.683 -0.169 3.767
S 1.424 -2.101 -2.331
C 8.696 4.175 1.264
C -8.528 -4.409 -5.102
F -10.456 -4.900 -1.043
H 8.235 -3.257 -1.138
F -7.171 2.066 -0.052
H 6.301 -0.532 2.201
H -6.326 2.970 1.499
C 7.833 0.106 -0.438
C -10.386 -4.501 -2.334
C 12.148 5.980 0.929
C -8.721 -2.912 -5.363
F -8.835 -2.695 -6.694
H -7.867 -2.336 -4.995
F 8.168 4.114 3.561
H -7.670 -5.694 -3.663
F 11.800 5.209 1.979
F -5.027 2.240 0.176
C 3.845 -0.429 1.210
C 2.235 -1.390 -0.877
F -9.528 -5.121 -5.661
F -9.844 -2.438 -4.793
C 1.797 0.037 2.561
H 4.014 -1.689 -1.810
H -3.228 0.357 -0.689
O 2.684 -1.786 4.490
B -1.494 -0.263 -1.098
C 8.355 4.970 2.527
C 0.173 -0.882 0.399
F -11.767 -4.235 -4.248
H 8.307 5.882 -0.067
F -9.366 1.358 1.115
N 6.525 0.187 -0.211
F -10.519 -0.354 1.739
F -7.385 -4.776 -5.750
H -9.328 -1.727 -0.118
C 0.414 0.042 2.653
O -0.696 -1.304 -0.547
H -0.094 0.370 3.561
F 11.336 7.085 -0.965
C -7.406 0.513 2.560
F 12.740 7.089 1.420
C 4.383 -0.892 0.018
O 10.268 5.249 -0.414
O -8.347 -0.420 2.042
H -7.846 -4.092 -3.035
C 5.880 -0.966 -0.275
N 3.560 -1.350 -0.961
F -5.107 0.939 2.578
C -8.356 -4.848 -3.633
C 8.434 -1.115 -0.758
H -12.199 -5.577 -2.853
F 2.640 -2.618 -3.210
H 5.737 -3.121 -0.633
*
```

Results
frontier orbital gap: 6.24 eV
LUMO level: -5.15 eV

Results of the Löwdin charge analysis, in e, for atoms 1 through 5:
1 F 0.07
2 H 0.15
3 H -0.05
4 C -0.30
5 F 0.13